ORCA calculation (ωB97M-V/def2-TZVPD) on a 9-piece molecular cluster, C31H88N6O19P2S7 overall.

Its HOMO-LUMO gap is 8.60 eV. As for the net charge: 0.

Each line ends with the Löwdin charge.
Geometry (Å):
O 0.031 -2.344 -0.472  -0.300
S 1.213 -1.743 0.194  0.579
O 2.435 -1.989 -0.504  -0.301
O 1.119 -0.211 0.362  -0.242
C -0.094 0.291 0.872  -0.286
C 0.068 1.318 1.970  -0.043
C 1.313 -2.272 1.904  -0.077
H -0.752 -0.539 1.156  0.096
H -0.650 0.693 -0.037  0.108
H -0.885 1.829 2.109  0.042
H 0.754 2.089 1.659  0.056
H 0.503 0.891 2.901  0.095
H 2.040 -1.565 2.314  0.076
H 1.734 -3.265 2.035  0.046
H 0.379 -2.146 2.369  0.035
O 2.441 -6.931 -2.611  -0.292
S 1.741 -5.961 -1.809  0.542
O 1.045 -4.869 -2.412  -0.300
O 0.848 -6.813 -0.836  -0.249
C -0.190 -6.055 -0.036  -0.199
C -1.422 -6.869 0.123  -0.068
C 2.998 -5.214 -0.742  -0.124
H -0.453 -5.211 -0.663  0.080
H 0.345 -5.734 0.894  0.123
H -1.205 -7.802 0.602  0.076
H -1.841 -7.218 -0.840  0.097
H -2.172 -6.320 0.594  0.063
H 3.506 -4.433 -1.427  0.088
H 3.649 -6.004 -0.353  0.068
H 2.407 -4.693 0.084  0.053
O -2.384 -0.339 -4.334  -0.296
S -1.739 -0.537 -3.055  0.592
O -1.822 0.485 -2.063  -0.293
O -2.455 -1.821 -2.320  -0.289
C -2.884 -3.010 -3.182  -0.180
C -3.517 -4.029 -2.216  -0.052
C -0.041 -1.038 -3.387  -0.094
H -2.081 -3.402 -3.801  0.118
H -3.716 -2.628 -3.776  0.106
H -2.679 -4.424 -1.637  0.064
H -4.058 -4.830 -2.715  0.082
H -4.201 -3.486 -1.574  0.070
H 0.261 -1.762 -2.585  0.057
H 0.494 -0.104 -3.311  0.037
H 0.046 -1.518 -4.350  0.076
O 2.549 -5.543 2.508  -0.307
S 2.158 -5.693 3.894  0.579
O 0.803 -6.113 4.087  -0.268
O 3.181 -6.764 4.490  -0.241
C 4.578 -6.769 4.172  -0.257
C 5.373 -8.017 4.575  -0.053
C 2.417 -4.313 4.933  -0.109
H 5.109 -5.947 4.636  0.116
H 4.658 -6.644 3.109  0.101
H 5.339 -8.151 5.651  0.075
H 6.354 -7.806 4.251  0.063
H 4.992 -8.973 4.164  0.092
H 2.254 -4.686 5.935  0.082
H 1.762 -3.503 4.619  0.079
H 3.434 -4.062 4.697  0.027
O -3.753 -1.412 4.402  -0.263
S -2.642 -0.682 3.913  0.550
O -1.304 -1.193 3.912  -0.282
O -2.839 -0.371 2.369  -0.272
C -4.175 0.039 1.910  -0.233
C -4.537 -0.862 0.715  -0.050
C -2.703 0.877 4.704  -0.110
H -4.067 1.106 1.570  0.096
H -4.877 0.061 2.728  0.101
H -3.872 -0.496 -0.109  0.078
H -5.597 -0.721 0.489  0.075
H -4.421 -1.954 0.931  0.094
H -2.341 0.694 5.702  0.073
H -3.711 1.191 4.731  0.057
H -1.939 1.479 4.198  0.067
O -2.770 2.990 1.923  -0.306
P -3.630 4.168 1.518  0.582
N -4.828 4.621 2.591  -0.301
C -4.675 5.020 3.958  -0.101
C -6.134 4.075 2.443  -0.141
N -4.405 3.957 0.069  -0.287
C -3.894 2.989 -0.887  -0.108
C -5.175 5.069 -0.549  -0.092
N -2.656 5.523 1.262  -0.310
C -1.256 5.578 1.628  -0.127
C -3.257 6.841 1.272  -0.133
H -4.597 4.192 4.591  0.065
H -5.482 5.663 4.288  0.086
H -3.817 5.691 4.103  0.092
H -6.849 4.649 3.058  0.093
H -6.263 3.045 2.800  0.090
H -6.537 4.075 1.445  0.062
H -2.984 2.474 -0.641  0.051
H -4.556 2.171 -1.136  0.083
H -3.621 3.454 -1.819  0.081
H -5.726 5.571 0.266  0.068
H -4.513 5.748 -1.089  0.079
H -5.863 4.641 -1.290  0.093
H -0.906 4.588 1.811  0.047
H -0.669 6.019 0.830  0.075
H -1.034 6.076 2.609  0.097
H -4.334 6.780 1.270  0.045
H -2.927 7.334 0.212  0.132
H -2.779 7.328 2.142  0.079
O 3.210 4.196 -3.672  -0.291
P 1.758 4.056 -3.360  0.535
N 1.078 3.014 -4.487  -0.289
C -0.321 2.820 -4.657  -0.147
C 1.894 2.209 -5.381  -0.108
N 0.842 5.396 -3.623  -0.306
C 0.713 6.317 -2.517  -0.126
C 0.780 5.907 -4.990  -0.096
N 1.313 3.694 -1.758  -0.277
C 2.281 3.569 -0.678  -0.109
C -0.070 3.224 -1.498  -0.067
H -0.903 3.728 -4.561  0.071
H -0.760 2.114 -3.966  0.038
H -0.599 2.427 -5.688  0.119
H 1.776 1.170 -5.050  0.062
H 2.957 2.499 -5.270  0.080
H 1.554 2.279 -6.406  0.080
H -0.333 6.293 -2.168  0.074
H 1.488 6.246 -1.722  0.090
H 0.794 7.384 -2.836  0.084
H 1.621 5.446 -5.504  0.073
H -0.079 5.530 -5.574  0.075
H 0.846 6.987 -5.113  0.083
H 2.372 2.532 -0.280  0.078
H 3.205 3.945 -0.992  0.057
H 1.962 4.059 0.220  0.063
H -0.564 3.162 -2.461  0.038
H -0.684 3.925 -0.940  0.072
H -0.046 2.255 -0.993  0.064
C 3.777 -1.997 -3.645  -0.263
S 4.659 -0.807 -2.595  0.786
O 5.936 -0.373 -3.257  -0.556
C 3.493 0.606 -2.760  -0.236
H 3.828 -1.655 -4.668  0.041
H 2.759 -2.303 -3.335  0.047
H 4.537 -2.820 -3.745  0.062
H 3.665 0.990 -3.792  0.051
H 3.953 1.301 -2.032  0.049
H 2.516 0.216 -2.455  0.029
C 5.444 -0.985 1.805  -0.257
S 5.777 -2.528 2.629  0.812
O 4.445 -2.973 3.015  -0.562
C 6.199 -3.524 1.183  -0.239
H 4.767 -0.469 2.536  0.065
H 4.820 -1.162 0.943  0.032
H 6.323 -0.324 1.700  0.067
H 6.384 -4.548 1.473  0.040
H 7.114 -3.078 0.821  0.047
H 5.342 -3.518 0.445  0.073



ORCA calculation (ωB97M-V/def2-TZVPD) on C31H9F18GeN2PtS as an isolated structure.

Its HOMO-LUMO gap is 7.22 eV. As for the net charge: -1.

Each line ends with the natural charge from an NBO analysis.
Geometry (Å):
Pt 2.235 -1.033 -0.551  0.462
C -1.298 -5.137 1.539  -0.216
C -1.999 -4.568 0.482  -0.199
C -1.377 -3.671 -0.367  -0.239
C -0.047 -3.329 -0.148  0.198
C 0.662 -3.899 0.896  -0.216
C 0.034 -4.808 1.735  -0.208
N 0.630 -2.400 -1.003  -0.240
N 0.308 -2.503 -2.207  -0.120
C 1.080 -1.717 -3.063  -0.054
C 0.705 -1.687 -4.406  -0.185
C 1.452 -0.943 -5.294  -0.256
C 2.568 -0.254 -4.819  -0.177
C 2.939 -0.304 -3.483  -0.282
C 2.211 -1.051 -2.548  -0.145
H -1.793 -5.828 2.209  0.207
H -3.042 -4.814 0.328  0.208
H -1.915 -3.213 -1.185  0.228
H 1.699 -3.634 1.044  0.238
H 0.592 -5.248 2.552  0.211
H -0.170 -2.246 -4.717  0.216
H 1.180 -0.894 -6.341  0.206
H 3.154 0.345 -5.506  0.203
H 3.802 0.257 -3.160  0.233
F -1.173 2.824 3.667  -0.320
C -1.668 1.574 3.709  0.407
C -1.343 0.651 2.733  -0.526
C -1.891 -0.613 2.895  0.354
F -1.611 -1.579 2.024  -0.296
C -2.732 -0.942 3.941  0.297
F -3.252 -2.168 4.051  -0.300
C -3.042 0.019 4.887  0.273
F -3.853 -0.279 5.905  -0.292
C -2.506 1.285 4.774  0.234
F -2.797 2.215 5.691  -0.295
Ge 0.028 0.928 1.312  1.385
S 1.548 -0.525 1.751  -0.719
C 0.478 2.853 1.363  -0.537
C -0.512 3.767 1.045  0.406
F -1.757 3.333 0.777  -0.318
C -0.296 5.129 1.009  0.234
F -1.280 5.982 0.701  -0.296
C 0.966 5.612 1.307  0.288
F 1.201 6.925 1.281  -0.292
C 1.979 4.733 1.640  0.255
F 3.190 5.209 1.940  -0.291
C 1.724 3.369 1.669  0.376
F 2.730 2.575 2.021  -0.279
C -0.791 0.826 -0.503  -0.560
C -2.091 0.466 -0.822  0.401
F -3.014 0.247 0.124  -0.315
C -2.537 0.365 -2.129  0.233
F -3.798 0.003 -2.393  -0.297
C -1.680 0.666 -3.170  0.294
F -2.106 0.583 -4.432  -0.291
C -0.394 1.089 -2.895  0.253
F 0.416 1.445 -3.893  -0.288
C 0.018 1.168 -1.577  0.414
F 1.259 1.615 -1.354  -0.303
F 3.715 1.442 -0.209  -0.369
C 3.878 0.095 -0.329  0.762
F 4.833 -0.032 -1.309  -0.382
F 4.549 -0.275 0.811  -0.375



ORCA calculation (ωB97M-V/def2-TZVPD) on a 14-piece molecular cluster, C32H100N8O14 overall.

Its HOMO-LUMO gap is 8.82 eV. As for the net charge: 0.

Each line ends with the Löwdin charge.
Geometry (Å):
C -22.807 17.096 -14.801  -0.041
C -22.185 17.157 -13.342  -0.399
C -21.373 18.437 -13.005  -0.153
O -20.027 18.576 -13.527  -0.234
C -19.058 17.655 -13.039  -0.099
N -23.330 17.089 -12.451  0.016
H -23.779 17.589 -14.824  0.074
H -22.922 16.063 -15.129  0.075
H -22.067 17.536 -15.469  0.048
H -21.532 16.297 -13.190  0.125
H -21.115 18.395 -11.947  0.106
H -21.830 19.409 -13.188  0.120
H -19.241 17.590 -11.966  0.086
H -18.011 17.876 -13.244  0.095
H -19.249 16.709 -13.545  0.065
H -23.049 16.842 -11.513  0.067
H -23.823 16.219 -12.593  0.072
C -22.801 17.043 -18.337  -0.055
C -22.267 17.367 -19.694  -0.409
C -23.189 17.040 -20.877  -0.126
O -22.736 17.431 -22.249  -0.219
C -21.684 16.606 -22.759  -0.086
N -21.918 18.814 -19.728  0.060
H -23.532 17.744 -17.933  0.064
H -21.948 17.148 -17.666  0.057
H -23.181 16.034 -18.178  0.085
H -21.308 16.866 -19.823  0.113
H -24.158 17.469 -20.623  0.116
H -23.286 15.955 -20.898  0.096
H -21.895 15.539 -22.832  0.063
H -20.753 16.632 -22.192  0.085
H -21.566 16.898 -23.803  0.074
H -21.840 19.204 -20.656  0.054
H -22.712 19.314 -19.353  0.051
C -22.493 13.276 -25.586  -0.047
C -23.065 11.820 -25.422  -0.386
C -24.172 11.386 -26.382  -0.233
O -25.177 12.359 -26.504  -0.225
C -26.401 12.033 -27.332  -0.022
N -21.868 10.992 -25.573  0.026
H -23.329 13.974 -25.543  0.048
H -21.969 13.475 -26.521  0.077
H -21.758 13.561 -24.834  0.048
H -23.402 11.730 -24.389  0.126
H -24.543 10.406 -26.080  0.121
H -23.868 11.223 -27.416  0.121
H -27.035 12.906 -27.490  0.079
H -26.803 11.053 -27.077  0.083
H -25.974 11.907 -28.327  0.071
H -22.146 10.188 -26.118  0.056
H -21.133 11.364 -26.157  0.068
C -27.724 13.915 -20.747  -0.045
C -26.245 14.057 -20.238  -0.406
C -25.168 13.724 -21.253  -0.229
O -24.939 14.656 -22.311  -0.183
C -25.798 14.378 -23.443  -0.076
N -26.041 15.432 -19.858  0.049
H -28.410 14.266 -19.976  0.073
H -27.923 12.882 -21.032  0.071
H -27.982 14.490 -21.636  0.060
H -26.097 13.417 -19.368  0.136
H -25.325 12.701 -21.597  0.114
H -24.200 13.634 -20.762  0.115
H -26.122 13.339 -23.401  0.085
H -25.298 14.533 -24.399  0.066
H -26.745 14.913 -23.380  0.075
H -26.167 16.057 -20.641  0.064
H -25.067 15.534 -19.612  0.036
C -21.481 17.618 -27.061  -0.047
C -23.075 17.770 -26.940  -0.374
C -23.588 19.264 -27.011  -0.167
O -23.305 20.042 -25.844  -0.227
C -23.638 21.407 -25.942  -0.113
N -23.631 16.977 -28.014  0.029
H -21.164 16.579 -26.974  0.063
H -21.109 18.113 -26.164  0.052
H -20.992 17.922 -27.986  0.077
H -23.441 17.314 -26.020  0.119
H -24.677 19.249 -27.042  0.101
H -23.283 19.822 -27.896  0.124
H -23.789 21.723 -24.910  0.083
H -24.498 21.797 -26.486  0.092
H -22.771 21.923 -26.355  0.088
H -23.396 16.052 -27.684  0.061
H -23.083 17.048 -28.859  0.069
C -23.393 20.567 -16.182  -0.074
C -24.561 21.110 -15.336  -0.406
C -24.017 22.225 -14.365  -0.155
O -25.125 22.822 -13.693  -0.202
C -25.787 22.109 -12.677  -0.111
N -25.355 21.785 -16.325  0.028
H -23.698 19.595 -16.569  0.051
H -22.512 20.262 -15.617  0.058
H -23.014 21.281 -16.913  0.094
H -25.251 20.398 -14.882  0.127
H -23.501 22.965 -14.977  0.130
H -23.234 21.956 -13.656  0.118
H -26.702 22.629 -12.391  0.090
H -25.284 21.831 -11.751  0.085
H -26.081 21.135 -13.068  0.073
H -25.732 22.545 -15.776  0.068
H -26.147 21.203 -16.556  0.081
C -27.027 19.604 -23.577  -0.058
C -26.124 18.397 -23.545  -0.407
C -26.208 17.563 -24.821  -0.169
O -27.522 16.993 -25.045  -0.177
C -27.529 16.321 -26.266  -0.139
N -24.836 18.995 -23.321  0.046
H -26.759 20.406 -22.890  0.079
H -28.075 19.327 -23.465  0.078
H -26.908 20.022 -24.577  0.078
H -26.251 17.859 -22.605  0.139
H -25.579 16.674 -24.781  0.091
H -25.833 18.085 -25.702  0.103
H -26.671 15.687 -26.493  0.072
H -27.528 16.989 -27.128  0.090
H -28.392 15.663 -26.172  0.093
H -24.384 19.496 -24.072  0.053
H -24.146 18.308 -23.051  0.040
C -18.261 19.593 -19.276  -0.085
C -18.696 18.948 -17.994  -0.401
C -19.420 19.885 -16.880  -0.153
O -18.831 21.155 -16.679  -0.186
C -17.786 21.055 -15.664  -0.070
N -19.480 17.859 -18.448  0.003
H -17.495 19.068 -19.847  0.078
H -17.895 20.611 -19.141  0.075
H -19.063 19.616 -20.015  0.068
H -17.720 18.531 -17.747  0.133
H -19.582 19.310 -15.969  0.090
H -20.418 20.198 -17.188  0.111
H -17.601 22.052 -15.262  0.081
H -16.896 20.738 -16.206  0.084
H -18.019 20.430 -14.802  0.076
H -20.257 18.180 -19.007  0.012
H -18.958 17.295 -19.104  0.098
O -22.861 20.953 -21.917  -0.048
H -23.461 20.405 -22.424  -0.018
H -22.074 21.011 -22.458  0.037
O -25.052 19.649 -18.943  -0.048
H -24.750 20.196 -18.217  -0.016
H -25.131 20.254 -19.681  0.044
O -19.045 16.472 -16.048  -0.062
H -19.127 17.098 -16.768  -0.041
H -19.660 16.786 -15.386  -0.017
O -20.430 13.760 -21.810  -0.035
H -21.067 13.094 -22.068  0.050
H -20.171 13.513 -20.922  0.061
O -19.206 13.632 -24.283  -0.066
H -19.878 13.579 -23.603  -0.032
H -19.035 14.569 -24.378  -0.013
O -18.857 16.656 -24.574  -0.036
H -19.357 17.231 -25.154  0.014
H -17.983 16.625 -24.963  0.052



ORCA calculation (ωB97M-V/def2-TZVPD) on C32H14BF5N10S2V as an isolated structure.

The expectation value of S² is 3.77. Its HOMO-LUMO gap (alpha / beta) is 4.83 / 4.95 eV. As for the net charge: -2. As for the spin multiplicity: 4.

Each line ends with the natural charge from an NBO analysis.
Geometry (Å):
V -0.086 -0.293 0.120  0.817
B 1.303 1.654 2.491  0.186
N 1.783 0.200 2.290  -0.268
C 2.792 -0.356 2.970  -0.020
C 3.036 -1.612 2.443  -0.346
C 2.107 -1.734 1.412  -0.053
N 1.368 -0.628 1.342  -0.335
N -0.175 1.777 2.089  -0.288
C -1.145 2.364 2.796  -0.002
C -2.222 2.600 1.960  -0.340
C -1.798 2.120 0.723  -0.023
N -0.570 1.617 0.828  -0.359
H 1.409 1.927 3.647  -0.053
H 1.953 2.366 1.773  -0.064
H 3.266 0.166 3.780  0.212
H 3.766 -2.332 2.764  0.215
H 1.950 -2.555 0.735  0.228
H -1.014 2.574 3.839  0.213
H -3.170 3.038 2.208  0.229
H -2.309 2.152 -0.224  0.226
S 1.597 0.450 -1.442  0.378
C 1.549 -0.782 -2.724  -0.238
C 2.342 -0.607 -3.836  -0.116
C 2.316 -1.529 -4.883  -0.217
C 3.120 -1.346 -6.011  0.298
N 3.799 -1.183 -6.928  -0.341
C 1.466 -2.670 -4.765  -0.143
C 0.711 -2.854 -3.619  -0.127
C 0.748 -1.943 -2.557  -0.152
S -0.124 -2.273 -1.122  -0.155
C 1.430 -3.618 -5.799  0.296
N 1.428 -4.418 -6.627  -0.315
H 2.977 0.265 -3.919  0.233
H 0.073 -3.722 -3.531  0.232
F -1.447 5.034 -3.474  -0.327
C -0.769 3.948 -3.031  0.385
C 0.177 4.131 -2.035  -0.267
C 0.886 3.038 -1.584  -0.226
C 0.646 1.779 -2.130  -0.104
C -0.305 1.612 -3.132  -0.233
C -1.023 2.706 -3.586  -0.250
H 0.352 5.117 -1.634  0.223
H 1.619 3.138 -0.799  0.232
H -0.499 0.632 -3.551  0.235
H -1.794 2.597 -4.333  0.258
F -6.708 -0.227 1.088  -0.320
C -5.923 0.134 0.046  0.370
C -6.509 0.826 -0.986  0.294
F -7.841 1.070 -0.899  -0.314
C -5.783 1.289 -2.108  -0.100
C -4.414 0.932 -2.083  0.345
C -3.838 0.216 -1.059  0.293
F -2.486 -0.058 -1.178  -0.331
C -4.560 -0.211 0.072  -0.143
C -3.963 -0.916 1.178  -0.508
C -2.601 -0.970 1.248  0.505
N -1.433 -0.910 1.224  -0.597
C -4.694 -1.500 2.210  0.325
N -5.239 -2.020 3.085  -0.434
F -3.606 1.319 -3.102  -0.326
C -6.375 2.028 -3.164  -0.526
C -7.706 2.440 -3.178  0.341
N -8.790 2.832 -3.268  -0.470
C -5.687 2.415 -4.313  0.325
N -5.184 2.746 -5.299  -0.466



no.,M (g/mol)
1,1135.49
2,1051.15
3,821.19
4,759.41